Below is 4 unconnected molecules or ions with the total composition C35H60BrF9I2NO5PS, with properties calculated with the ωB97M-V functional and the def2-TZVPD basis.

CARTESIAN COORDINATES (ANGSTROEM)
C 6.14924 1.64265 -0.82364
C -6.18412 -4.38677 0.97171
H 2.61136 0.53427 -5.72900
H -2.58783 -1.93841 2.64891
H 1.27281 1.46912 -3.90879
C 2.62286 -1.15719 -2.27492
H 4.47349 -0.20360 2.88751
I 3.91849 2.76810 2.70984
H -2.74705 2.82923 -1.05369
F -4.16988 0.54835 -1.20124
H -5.34814 -4.87293 1.47552
C 2.62824 0.05017 -4.76094
H -5.95053 -1.48312 -0.54112
H -5.76760 -1.25579 4.53852
H 1.77953 1.62708 1.76227
C 1.87008 0.58219 -3.72719
H 3.53307 3.44083 -1.62584
H -7.37925 -1.35261 1.48594
H -1.75861 3.38794 0.88267
C -5.85817 1.34717 -2.56623
O -5.64636 -3.18095 0.46319
C 1.03717 4.19160 -0.22879
H -1.94041 2.37048 -3.89616
H 6.12817 1.83583 0.24553
I 1.78019 -1.20021 1.97777
H -8.33364 -1.17429 0.00404
C 9.53273 -2.99234 2.58266
C -0.74157 3.20617 -1.77666
O 8.30694 -2.28748 2.51531
H 7.32615 -0.57284 2.78207
C -7.72790 -1.86773 0.58904
H -0.65670 0.58278 1.88446
C 4.56612 -0.23261 1.80320
H 10.25297 -2.58362 1.86430
H 9.44222 -3.48131 4.68316
C 3.25276 0.16833 1.14168
C 2.75338 1.62818 1.28413
O 0.76865 5.34247 -0.40857
H -8.37372 -2.69056 0.89924
C 0.23833 2.96490 -0.61526
F -4.88945 -0.79849 -2.75680
P -0.67391 2.49641 0.93144
C -4.54334 0.49325 -2.51100
H 0.01042 0.55393 -1.58773
H 6.83992 2.32657 -1.30573
C -5.20041 -0.89561 5.39791
H -3.19760 0.31370 1.80745
C 3.38419 -1.69368 -3.30524
C -3.97907 -0.09450 4.97783
H -0.21199 2.96855 -2.70405
C -2.03407 2.37637 -1.74454
F -8.03191 0.79230 -5.23538
H -1.82403 1.37627 -1.36468
H 9.29065 -4.00149 2.24892
H -3.39610 3.07994 -3.28312
C 3.39583 -1.08521 -4.55041
S -7.03405 1.05045 -4.04592
C -2.70649 2.25408 -3.12367
H 0.09504 3.02254 1.98263
C -6.74973 -5.31299 -0.09136
H -4.28583 0.78916 4.40529
F -5.54574 2.65093 -2.53426
H -7.60599 -4.87407 -0.60502
H 3.96716 -2.58678 -3.12665
H -0.96818 4.27421 -1.81087
C 3.86893 2.79397 -0.81448
F -6.63978 2.43677 -4.71328
H -7.08223 -6.24452 0.36812
H 9.20506 0.97303 2.36536
F -8.20352 1.76676 -3.25214
H -4.90417 -1.75989 5.99404
H 4.80374 -1.26023 1.52816
O 2.15589 3.79122 0.41955
C 4.75515 1.69844 -1.44035
C 1.06839 0.58311 -1.32321
F -6.58185 1.06560 -1.47412
H -3.45581 0.26741 5.86395
H 10.42762 -2.05743 4.33545
N -1.05911 0.97535 1.03818
H 4.87547 1.92513 -2.50116
H 9.00609 -0.15037 1.00697
O -3.01381 -0.84045 4.26489
C 9.28367 -0.07104 2.05818
H 4.47847 3.43396 -0.17236
C 8.35175 -0.92571 2.90041
H 5.38542 0.40621 1.48602
H -4.22125 -0.94943 1.10737
C 10.14530 -3.04620 3.97183
H 3.99091 -1.48747 -5.35942
Br 6.95647 -0.11186 -1.08728
C -3.37224 0.89770 -3.38568
H -6.94032 -4.18042 1.73859
H -2.62895 0.11316 -3.21547
C 1.41398 2.04069 -0.98478
H 8.59828 -0.83121 3.96452
H 4.31062 0.71140 -1.41604
C -3.46280 -1.42332 3.04775
C -6.54658 -2.34172 -0.23957
H -4.86748 0.09686 2.36920
C 2.59814 2.44003 -0.02487
H 10.32813 -0.36787 2.16345
H 2.61412 -1.65079 -1.30914
H -5.98987 -5.54538 -0.83858
C -3.96905 -0.42469 2.02693
H -4.21884 -2.19198 3.24595
H 1.15109 -0.07068 -0.46041
H 11.04617 -3.66052 3.95456
F -7.44188 -0.35065 -3.42913
H -6.89040 -2.82779 -1.16017
H -5.86582 -0.27165 5.99623
H -3.65528 0.82077 -4.43345
F -5.88784 0.34816 -4.90014
C 1.86940 -0.00382 -2.46325
H 1.75518 2.49246 -1.92347
H 3.27665 -0.11049 0.09653

Properties
Net charge: 0
Orbital gap, eV: 9.0
SMILES: C[C@@H](I)[C@@H](I)[C@]1(CCCBr)OC(=O)[C@](CCCCC(F)(F)C(F)(F)S(F)(F)(F)(F)F)([PH2]=N)[C@@H]1Cc1ccccc1.CCOCC.CCOCC.CCOCC
E_tot, eV: -179818.25414
E_LUMO, hartree: 0.0035
HOMO, eV: -8.901